This record from the OMol25 dataset describes a structure of composition C31H26Br3N5O10. The level of theory is wB97M-V/def2-TZVPD.

Structure (XYZ):
```
75
Properties=species:S:1:pos:R:3:mulliken_charge:R:1
C -4.7670 2.3778 4.2437 -0.119
C -6.0382 2.1401 4.7383 -0.735
C -6.7170 0.9826 4.3922 -0.416
C -6.1004 0.0741 3.5549 -0.052
C -4.8608 0.3472 3.0131 -0.467
C -4.1679 1.4861 3.3506 0.379
N -6.8531 -1.0851 3.0674 0.923
O -7.6654 -1.5716 3.8282 -0.562
O -6.6046 -1.4919 1.9498 -0.545
H -4.2662 3.2842 4.5662 0.328
H -6.5016 2.8239 5.4359 0.365
H -7.7056 0.7857 4.7845 0.426
H -4.4347 -0.3652 2.3168 0.223
H -3.1790 1.7051 2.9752 0.133
C -1.8185 4.0955 2.7759 -0.386
C -1.7420 3.9458 1.3890 -0.644
C -0.9907 2.9133 0.8456 -0.215
C -0.1870 2.1853 1.7022 -0.067
C -0.2214 2.3398 3.0759 -0.316
C -1.0598 3.3003 3.6203 -0.637
N 0.7131 1.1742 1.1343 1.196
O 0.6150 0.9329 -0.0584 -0.545
O 1.5007 0.6248 1.8728 -0.598
H -2.5326 4.7917 3.1983 0.438
H -2.3650 4.6055 0.7995 0.378
H -0.9270 2.7935 -0.2263 0.626
H 0.3954 1.6813 3.6709 0.475
H -1.2071 3.3484 4.6906 0.368
C 3.3455 0.0352 -1.5982 -0.112
C 4.5488 0.4948 -2.1275 -0.873
C 5.2559 -0.3130 -3.0048 -0.285
C 4.7169 -1.5336 -3.3712 -0.132
C 3.4903 -1.9561 -2.9082 -0.559
C 2.8010 -1.1754 -1.9948 -0.065
N 5.3979 -2.3291 -4.4013 1.027
O 4.8509 -3.3465 -4.7648 -0.608
O 6.4627 -1.9118 -4.8281 -0.612
H 2.8597 0.6498 -0.8515 0.307
H 4.9212 1.4856 -1.9074 0.427
H 6.1652 0.0314 -3.4756 0.493
H 3.0320 -2.8698 -3.2584 0.486
H 1.9374 -1.5855 -1.4877 0.491
C 3.3140 -3.0688 1.9994 -0.693
C 3.8126 -2.0064 1.2514 0.049
C 5.1264 -2.0372 0.8318 -0.439
C 5.9051 -3.1389 1.1128 0.509
C 5.4467 -4.1755 1.8970 -0.615
C 4.1566 -4.0915 2.4045 -0.664
N 7.2837 -3.1929 0.6129 0.914
O 8.1395 -3.5288 1.3910 -0.567
O 7.4706 -2.8248 -0.5340 -0.543
H 2.3178 -3.0519 2.4225 0.407
H 3.1715 -1.1789 0.9824 0.454
H 5.5278 -1.2094 0.2588 0.369
H 6.0305 -5.0481 2.1534 0.407
H 3.7819 -4.8869 3.0350 0.378
C -2.6481 2.8532 -3.2562 -0.635
C -2.6530 1.6507 -2.5614 -0.148
C -2.5421 0.4563 -3.2377 -0.067
C -2.4136 0.4612 -4.6145 -0.079
C -2.3625 1.6417 -5.3307 -0.606
C -2.5007 2.8392 -4.6423 -0.400
N -2.3280 -0.8234 -5.3154 1.016
O -2.5642 -1.8205 -4.6593 -0.581
O -2.0534 -0.8093 -6.4947 -0.607
H -2.7853 3.8084 -2.7680 0.409
H -2.7808 1.6625 -1.4852 0.431
H -2.6545 -0.5019 -2.7476 0.475
H -2.4172 1.6339 -6.4108 0.436
H -2.4683 3.7828 -5.1719 0.366
C -1.1837 -1.7758 -0.4252 0.054
Br -0.2078 -2.4858 1.0565 -0.008
Br -2.8888 -1.0410 0.1668 0.026
Br -1.4558 -3.0741 -1.8068 0.027
H -0.6743 -0.9192 -0.8423 -0.017
```

Summary:
E_tot ... -9944.6445 hartree
Frontier orbital gap ... 8.45 eV
ΔE to the lowest compared entry with this formula, charge and spin ... 6.19 kcal per mole
LUMO level ... -1.414 eV

***

This record from the OMol25 dataset describes a structure of composition C31H26Cl4F3N8O2PSTi. The level of theory is wB97M-V/def2-TZVPD.

Structure (XYZ):
```
77
Properties=species:S:1:pos:R:3:mulliken_charge:R:1
Ti 0.4578 -0.0738 -0.9050 -0.328
F -1.8390 4.6862 0.1943 -0.207
C -1.4458 4.7717 -1.0868 0.556
F -1.2995 6.0603 -1.3891 -0.291
F -2.4274 4.2734 -1.8480 -0.220
C -0.1576 4.0108 -1.2937 -0.250
C 0.9862 4.6391 -1.7346 -0.305
C 2.1685 3.9111 -1.9084 -1.181
C 2.1614 2.5681 -1.6307 -0.639
N 1.0483 1.9623 -1.1798 0.645
C -0.0996 2.6381 -1.0201 0.789
S -1.3767 1.5888 -0.4927 -0.447
H 0.9645 5.6993 -1.9492 0.608
H 3.0711 4.3915 -2.2561 0.528
H 3.0331 1.9390 -1.7540 0.547
Cl 6.4209 -4.3404 -1.0171 -0.158
C 5.1172 -3.2358 -1.2001 -0.026
C 5.1680 -2.2716 -2.2184 -0.526
C 4.1452 -1.3640 -2.4036 -0.866
C 3.0375 -1.3979 -1.5613 0.395
O 2.0350 -0.5353 -1.7436 0.166
C 2.9802 -2.3627 -0.5347 1.122
C 1.8698 -2.4107 0.3402 -0.258
O 0.9113 -1.6017 0.3178 -0.688
C 4.0316 -3.2892 -0.3659 -1.114
H 6.0313 -2.2511 -2.8707 0.469
H 4.1889 -0.6338 -3.1999 0.525
H 1.8317 -3.1947 1.1014 0.405
H 3.9807 -4.0319 0.4202 0.483
C 2.0370 0.3492 4.2488 -0.902
N 2.9313 1.0267 3.3075 0.168
C 2.7312 2.4725 3.4203 -0.927
N 1.3412 2.8762 3.2175 0.190
C 0.4899 2.1621 4.1685 -0.919
N 0.6278 0.7073 4.0773 0.182
C 0.0757 0.1882 2.8352 -1.429
P 0.9883 0.8997 1.3969 3.468
C 2.7253 0.5661 1.9404 -1.406
C 0.9025 2.6955 1.8430 -1.137
H 2.3357 0.6295 5.2587 0.303
H 2.1513 -0.7314 4.1454 0.392
H 3.3693 2.9845 2.6984 0.386
H 3.0307 2.7788 4.4225 0.320
H -0.5521 2.4401 4.0057 0.373
H 0.7754 2.4663 5.1754 0.316
H -0.9790 0.4652 2.7548 0.364
H 0.1454 -0.9013 2.8177 0.401
H 3.4156 1.0831 1.2677 0.307
H 2.9477 -0.5016 1.8790 0.434
H -0.1226 3.0510 1.7272 0.494
H 1.5449 3.2733 1.1741 0.353
Cl -1.9525 0.2765 -6.1153 -0.061
C -0.3436 0.8255 -5.6605 0.739
Cl -0.1476 2.5524 -5.9394 -0.063
Cl 0.9070 -0.1034 -6.4867 -0.065
C -0.1875 0.5900 -4.2132 -0.102
N -0.0968 0.4280 -3.0858 -0.447
N -8.6744 -4.1373 2.6424 -0.423
C -7.7342 -3.8377 2.0563 -0.082
C -6.5557 -3.4576 1.3237 0.527
C -5.8281 -4.4247 0.6341 -0.801
C -4.6876 -4.0624 -0.0613 -0.580
C -4.2988 -2.7327 -0.0643 0.371
C -5.0208 -1.7566 0.6034 -0.196
C -6.1531 -2.1248 1.3092 -0.783
N -3.1154 -2.3532 -0.7838 0.235
C -2.7977 -2.6928 -2.0806 -0.662
C -1.6072 -2.1027 -2.3489 -0.903
N -1.1879 -1.4086 -1.2310 0.766
C -2.1246 -1.5904 -0.3100 -0.951
H -6.1518 -5.4558 0.6530 0.465
H -4.1031 -4.8105 -0.5801 0.512
H -4.7237 -0.7170 0.5516 0.590
H -6.7362 -1.3820 1.8352 0.463
H -3.4481 -3.2990 -2.6857 0.529
H -1.0277 -2.1386 -3.2538 0.660
H -2.1103 -1.2103 0.6988 0.800
```

Summary:
E_tot ... -5514.4405 hartree
Frontier orbital gap ... 6.95 eV
ΔE to the lowest compared entry with this formula, charge and spin ... 0.00 kcal per mole
LUMO level ... -6.649 eV
Net charge ... +2

***

This record from the OMol25 dataset describes a structure of composition C31H26N2O4STeTi. The level of theory is wB97M-V/def2-TZVPD.

Structure (XYZ):
```
66
Properties=species:S:1:pos:R:3:mulliken_charge:R:1
Ti 0.0427 0.2018 -0.2393 0.212
O -2.0817 -1.5683 -3.2365 -0.725
C -1.3244 -1.2764 -2.3405 0.492
O -1.1230 -0.0845 -1.8420 -0.782
C -0.4398 -2.2903 -1.6525 0.209
C -0.4541 -3.6570 -1.8350 -0.913
C 0.4278 -4.4331 -1.0841 -0.744
C 1.2641 -3.8273 -0.1560 -0.818
C 1.2154 -2.4493 -0.0233 0.183
N 0.3970 -1.7219 -0.7802 1.906
C 1.9198 -1.6228 1.0245 0.321
O 2.7528 -2.0730 1.7730 -0.710
O 1.4598 -0.3939 1.0106 -0.645
H -1.1434 -4.0858 -2.5493 0.620
H 0.4387 -5.5084 -1.2027 0.468
H 1.9377 -4.3914 0.4744 0.605
C -3.9554 0.7758 8.0158 -1.481
C -3.3986 0.2905 6.7073 0.652
C -2.0564 -0.0359 6.5746 -1.102
C -1.5193 -0.4743 5.3665 0.717
C -0.0447 -0.7829 5.3297 -1.536
C -2.3748 -0.6042 4.2580 0.008
Te -1.5160 -1.2837 2.4512 0.651
C -3.7361 -0.3054 4.3744 1.012
C -4.7070 -0.4418 3.2362 -1.760
C -4.2170 0.1493 5.5970 -0.772
H -3.1740 0.8678 8.7691 0.354
H -4.7134 0.0905 8.3998 0.330
H -4.4310 1.7516 7.9034 0.339
H -1.3983 0.0623 7.4306 0.256
H 0.4147 -0.4940 6.2738 0.380
H 0.4683 -0.2637 4.5197 0.288
H 0.1511 -1.8468 5.1775 0.340
H -4.3653 -1.1628 2.4912 0.249
H -4.8534 0.5112 2.7216 0.268
H -5.6789 -0.7703 3.6051 0.567
H -5.2722 0.3893 5.6822 0.442
S 1.2848 1.9864 -1.2502 -0.518
C 1.8538 0.4958 -1.8933 0.659
N 1.4248 0.0732 -3.1482 0.021
C 1.8602 -1.0712 -3.7425 -0.427
C 2.8808 -1.7880 -3.2210 -0.669
C 3.5183 -1.2736 -2.0435 -0.167
C 3.0494 -0.1634 -1.4287 -0.693
H 0.6328 0.5641 -3.5381 0.297
H 1.3444 -1.3419 -4.6536 0.421
H 3.2194 -2.6861 -3.7132 0.469
H 4.4003 -1.7618 -1.6485 0.407
H 3.5241 0.2344 -0.5441 0.402
C -4.9470 1.3162 -1.3450 -0.702
C -4.6642 -0.0032 -0.9343 -0.921
C -3.6562 -0.2518 -0.0506 -0.317
C -2.8651 0.8020 0.4674 1.980
C -1.7656 0.5895 1.3745 -1.477
C -1.0084 1.6747 1.7953 0.275
C -1.2950 2.9849 1.3526 -1.137
C -2.3395 3.2030 0.5037 -0.745
C -3.1380 2.1243 0.0415 0.757
C -4.2013 2.3527 -0.8674 -0.929
H -5.7486 1.4986 -2.0484 0.413
H -5.2413 -0.8251 -1.3366 0.438
H -3.4300 -1.2668 0.2490 0.533
H -0.1969 1.5122 2.4949 0.519
H -0.6727 3.8020 1.6922 0.408
H -2.5683 4.2011 0.1512 0.416
H -4.3967 3.3693 -1.1865 0.401
```

Summary:
E_tot ... -3123.1802 hartree
Frontier orbital gap (spin up / spin down) ... 5.33 / 5.68 eV
ΔE to the lowest compared entry with this formula, charge and spin ... 29.99 kcal per mole
LUMO level (spin up / spin down) ... -0.609 / -0.778 eV

***

This record from the OMol25 dataset describes a cluster of 16 separate species, C31H27BCl60N5O4 in total. The level of theory is wB97M-V/def2-TZVPD.

Structure (XYZ):
```
128
Properties=species:S:1:pos:R:3:mulliken_charge:R:1
C -5.7212 -1.3326 2.4369 -0.179
C -4.2717 -1.7666 2.8633 0.834
B -3.1978 -0.5717 2.7311 0.390
O -3.5370 0.6785 3.2053 -0.634
N -1.8538 -0.9157 2.1223 0.416
C -1.2243 -2.0779 2.5872 -1.015
C 0.0259 -2.5081 2.0604 -1.255
C 0.6514 -1.7028 1.0076 1.681
C 1.9935 -2.2296 0.4531 -0.342
O 1.9980 -2.8320 -0.5717 -0.468
O 3.1618 -2.0476 1.1545 -0.448
C -0.0275 -0.5101 0.5696 -0.238
N 0.5304 0.3498 -0.4525 0.373
C 1.7576 1.0408 0.0151 -0.949
C 0.7117 -0.3469 -1.7129 0.580
C 2.1459 -0.4018 -2.3677 -0.846
O -0.1825 -0.9154 -2.2656 -0.453
C -1.3152 -0.1098 1.1620 0.133
C -1.9288 1.1941 0.6289 -1.299
C -2.5545 1.0347 -0.8252 -0.556
C -4.0099 0.3857 -0.7873 -0.584
C -3.8625 -1.1523 -1.1374 1.350
N -3.5911 -1.3950 -2.5742 -0.163
C -3.2555 -2.7748 -2.7765 0.508
N -2.2161 -3.0632 -3.4631 -0.604
N -4.0379 -3.8651 -2.2471 -0.561
H -6.1420 -0.5079 3.0548 -0.122
H -6.3898 -2.2228 2.5986 0.612
H -5.7467 -1.1300 1.3375 -0.272
H -3.9499 -2.6460 2.2496 0.021
H -4.2187 -2.1212 3.9311 -0.681
H -4.1738 0.6091 3.9409 0.258
H -1.6892 -2.7253 3.4037 1.225
H 0.5046 -3.4353 2.4399 0.522
H 3.7316 -2.7974 0.8857 0.414
H 2.5650 0.3086 0.2608 0.326
H 2.1455 1.7662 -0.7324 0.384
H 1.5324 1.6242 0.9441 0.309
H 2.8877 -0.8345 -1.6573 0.003
H 2.4487 0.6436 -2.6404 0.354
H 2.0904 -1.0561 -3.2683 0.343
H -1.0682 1.9048 0.4974 0.406
H -2.6418 1.7047 1.3131 0.508
H -2.6869 2.0709 -1.2408 0.357
H -1.8396 0.5201 -1.5070 0.217
H -4.3885 0.5463 0.2530 -0.051
H -4.6066 0.9369 -1.5571 0.608
H -2.9470 -1.5047 -0.5748 0.487
H -4.8038 -1.6462 -0.7921 -1.821
H -2.8426 -0.7992 -2.9253 0.393
H -2.1311 -4.0872 -3.4940 0.243
H -4.8033 -3.5586 -1.6535 0.192
H -3.3899 -4.4514 -1.7265 0.282
C -4.7627 -4.2159 7.0754 0.171
Cl -4.4206 -3.2211 8.4998 -0.078
Cl -3.6698 -3.7472 5.7561 0.012
Cl -4.5159 -5.9227 7.4711 -0.087
Cl -6.4379 -3.9638 6.5630 -0.041
C -8.3303 -1.5200 -0.5594 0.203
Cl -8.2933 -1.2751 1.1947 0.024
Cl -8.4464 0.0486 -1.3706 -0.086
Cl -6.8391 -2.3420 -1.0786 -0.169
Cl -9.7301 -2.5130 -0.9812 -0.063
C -2.5674 -6.2056 2.7198 0.191
Cl -2.1144 -6.9776 4.2451 -0.077
Cl -1.5922 -6.8705 1.4020 -0.101
Cl -4.2833 -6.4904 2.3946 -0.084
Cl -2.2742 -4.4491 2.8367 -0.030
C 5.9819 -1.1947 -4.1961 0.337
Cl 5.5739 -1.1397 -2.4708 -0.043
Cl 5.0772 0.0661 -5.0545 -0.132
Cl 7.7188 -0.9199 -4.3916 -0.054
Cl 5.5545 -2.7810 -4.8568 -0.108
C 9.5590 2.5754 -5.9955 0.220
Cl 9.1906 3.9239 -7.0920 -0.107
Cl 8.0477 1.8304 -5.4472 0.035
Cl 10.5352 1.3705 -6.8506 -0.101
Cl 10.4619 3.1766 -4.5934 -0.047
C -7.6615 0.5117 5.5872 0.254
Cl -8.8207 1.1964 6.7328 -0.080
Cl -8.5201 -0.5016 4.4123 0.029
Cl -6.8225 1.8240 4.7354 -0.111
Cl -6.4748 -0.4734 6.4625 -0.051
C -11.4924 -3.6970 2.3776 0.290
Cl -10.9007 -2.7779 3.7743 -0.021
Cl -12.5719 -4.9836 2.9324 -0.062
Cl -12.3782 -2.6140 1.2819 -0.157
Cl -10.1141 -4.4092 1.5194 -0.075
C -14.4257 -0.0083 4.3665 0.220
Cl -13.5518 -0.1976 5.8984 -0.107
Cl -16.1566 -0.2693 4.6378 -0.093
Cl -14.1667 1.6278 3.7373 -0.105
Cl -13.8215 -1.1936 3.1933 0.096
C 9.0377 0.4643 -0.2871 0.199
Cl 9.1809 1.5092 -1.7126 0.027
Cl 10.6180 0.3054 0.4871 -0.038
Cl 7.8843 1.1790 0.8561 -0.122
Cl 8.4595 -1.1349 -0.7857 -0.059
C 9.0827 7.0016 -3.3800 0.248
Cl 8.9789 6.0714 -1.8732 -0.092
Cl 10.5522 7.9973 -3.3601 -0.067
Cl 9.1483 5.8880 -4.7559 0.005
Cl 7.6561 8.0418 -3.5292 -0.112
C -17.0121 -3.5874 1.2631 0.281
Cl -17.3972 -3.4586 2.9874 -0.086
Cl -17.8819 -2.3310 0.3671 -0.098
Cl -15.2665 -3.3764 1.0332 0.007
Cl -17.4978 -5.1835 0.6666 -0.099
C 14.6520 1.1641 -1.2210 0.277
Cl 15.0126 2.0848 0.2485 -0.097
Cl 15.7406 1.6750 -2.5210 -0.101
Cl 14.8854 -0.5671 -0.9073 -0.087
Cl 12.9736 1.4617 -1.7059 0.011
C 11.7678 -3.6210 1.1903 0.288
Cl 12.7826 -2.4812 0.2880 -0.015
Cl 10.6730 -4.4515 0.0698 -0.091
Cl 12.7966 -4.8124 2.0022 -0.099
Cl 10.8172 -2.7411 2.4003 -0.091
C 13.7704 10.0556 -5.7149 0.324
Cl 14.2108 10.0055 -3.9987 -0.102
Cl 13.0473 11.6266 -6.0925 -0.055
Cl 15.2205 9.8161 -6.7049 -0.100
Cl 12.6007 8.7711 -6.0625 -0.060
C 9.6658 12.4139 -4.2554 0.259
Cl 10.8497 13.3360 -3.3129 -0.091
Cl 8.0416 13.0625 -3.9619 -0.114
Cl 10.0512 12.5520 -5.9801 -0.098
Cl 9.7178 10.7106 -3.7628 0.052
```

Summary:
E_tot ... -29408.1264 hartree
Frontier orbital gap ... 6.59 eV
LUMO level ... -4.211 eV
Net charge ... +1